No. 1
The following is a DFT calculation (the ωB97M-V functional and the def2-TZVPD basis) of a 2-piece molecular cluster, C27H34F6N5 overall in a non-equilibrium geometry.

CARTESIAN COORDINATES (ANGSTROEM)
1 C 4.16 -1.11 -0.40
2 N 3.28 0.00 -0.61
3 C 3.11 0.37 -1.99
4 C 1.93 1.27 -2.16
5 C 1.97 2.38 -1.14
6 N 2.07 1.84 0.21
7 C 1.68 2.79 1.27
8 C 2.07 2.22 2.60
9 C 1.87 0.72 2.58
10 N 2.73 0.02 1.65
11 C 2.69 0.64 0.44
12 H 4.29 -1.26 0.69
13 H 3.71 -2.01 -0.83
14 H 5.14 -0.94 -0.87
15 H 4.01 0.87 -2.32
16 H 3.02 -0.51 -2.61
17 H 1.94 1.70 -3.16
18 H 1.02 0.69 -2.05
19 H 2.82 3.04 -1.36
20 H 1.05 2.97 -1.23
21 H 2.19 3.75 1.09
22 H 0.59 2.93 1.22
23 H 3.12 2.42 2.81
24 H 1.44 2.65 3.39
25 H 2.06 0.32 3.59
26 H 0.79 0.53 2.41
27 C 2.70 -8.03 0.42
28 N 1.93 -6.86 0.07
29 C 1.02 -7.02 -1.06
30 C 1.75 -6.72 -2.33
31 F 1.03 -6.87 -3.48
32 F 2.22 -5.43 -2.30
33 F 2.85 -7.55 -2.44
34 C 2.10 -5.67 0.72
35 C 1.29 -4.53 0.43
36 C 1.64 -3.29 0.94
37 C 2.72 -3.14 1.86
38 C 2.80 -1.90 2.61
39 C 3.84 -1.84 3.66
40 C 4.95 -0.95 3.59
41 C 5.92 -0.98 4.59
42 C 5.85 -1.91 5.67
43 N 6.92 -2.20 6.48
44 C 8.19 -1.47 6.31
45 C 6.71 -2.74 7.86
46 C 7.37 -4.07 8.12
47 F 7.46 -4.36 9.47
48 F 6.66 -5.09 7.53
49 F 8.65 -4.10 7.61
50 C 4.65 -2.67 5.83
51 C 3.74 -2.71 4.79
52 C 3.58 -4.27 2.05
53 C 3.22 -5.52 1.58
54 H 2.81 -8.10 1.51
55 H 2.17 -8.92 0.07
56 H 3.72 -8.00 0.00
57 H 0.71 -8.07 -1.09
58 H 0.15 -6.37 -0.99
59 H 0.43 -4.65 -0.24
60 H 1.11 -2.37 0.65
61 H 1.77 -1.51 2.89
62 H 5.05 -0.25 2.75
63 H 6.76 -0.27 4.54
64 H 8.29 -1.20 5.26
65 H 8.20 -0.55 6.93
66 H 9.05 -2.11 6.58
67 H 7.16 -2.00 8.56
68 H 5.65 -2.86 8.06
69 H 4.50 -3.30 6.71
70 H 2.94 -3.44 4.86
71 H 4.51 -4.22 2.63
72 H 3.83 -6.39 1.85

HOMO = -10.18 eV
Total charge = +1
Energy above the lowest of the compared OMol25 structures with the same formula, charge and spin = 35.7 kcal per mole
Max |F| = 2.2 eV/Å

***

No. 2
The following is a DFT calculation (the ωB97M-V functional and the def2-TZVPD basis) of C27H34FeN3O3Si2 as an isolated structure.

CARTESIAN COORDINATES (ANGSTROEM)
1 Fe 0.55 0.58 -0.40
2 C 2.21 4.69 -2.33
3 O 2.61 4.65 -0.96
4 C 1.57 4.53 -0.06
5 C 1.46 5.49 0.92
6 C 0.46 5.42 1.89
7 C -0.43 4.37 1.84
8 C -0.32 3.36 0.88
9 C -1.37 2.36 0.75
10 N -1.15 1.23 0.20
11 N -2.25 0.54 -0.31
12 C -1.86 -0.03 -1.42
13 O -0.67 -0.02 -1.89
14 C -2.91 -0.72 -2.23
15 C -2.58 -1.27 -3.46
16 C -3.53 -1.94 -4.21
17 C -4.83 -2.06 -3.74
18 C -5.17 -1.52 -2.51
19 C -4.22 -0.85 -1.75
20 C 0.72 3.38 -0.09
21 O 0.92 2.45 -0.96
22 H 3.11 4.87 -2.91
23 H 1.50 5.51 -2.49
24 H 1.75 3.75 -2.63
25 H 2.17 6.31 0.90
26 H 0.38 6.18 2.66
27 H -1.25 4.31 2.56
28 H -2.41 2.64 0.96
29 H -1.56 -1.17 -3.80
30 H -3.26 -2.36 -5.17
31 H -5.58 -2.59 -4.33
32 H -6.18 -1.62 -2.13
33 H -4.46 -0.42 -0.79
34 C -1.87 -1.62 2.45
35 Si -0.65 -2.49 1.30
36 C -0.01 -4.00 2.26
37 C -1.62 -3.26 -0.11
38 C 0.67 -1.32 0.76
39 C 1.25 -0.47 1.80
40 C 1.47 -0.78 3.15
41 C 2.06 0.16 3.97
42 C 2.43 1.40 3.45
43 C 2.15 1.66 2.12
44 N 1.57 0.76 1.33
45 Si 1.89 -1.80 -0.52
46 C 1.18 -2.81 -1.93
47 C 2.69 -0.26 -1.30
48 C 3.37 -2.78 0.15
49 H -2.57 -2.34 2.88
50 H -2.43 -0.88 1.88
51 H -1.36 -1.10 3.26
52 H -0.83 -4.70 2.44
53 H 0.42 -3.75 3.24
54 H 0.76 -4.53 1.69
55 H -2.61 -3.54 0.25
56 H -1.13 -4.17 -0.47
57 H -1.74 -2.60 -0.97
58 H 1.20 -1.75 3.53
59 H 2.24 -0.07 5.01
60 H 2.90 2.16 4.06
61 H 2.38 2.62 1.68
62 H 0.31 -2.29 -2.36
63 H 0.87 -3.81 -1.61
64 H 1.93 -2.92 -2.71
65 H 2.06 0.58 -1.65
66 H 3.15 -0.59 -2.23
67 H 3.47 0.17 -0.67
68 H 3.04 -3.75 0.54
69 H 3.85 -2.24 0.97
70 H 4.12 -2.96 -0.62

HOMO = -4.12 eV
Total charge = -1
Max |F| = 0.2 eV/Å

***

No. 3
The following is a DFT calculation (the ωB97M-V functional and the def2-TZVPD basis) of C27H34FeNOSi as an isolated structure in a non-equilibrium geometry.

CARTESIAN COORDINATES (ANGSTROEM)
1 C -2.51 -0.53 1.71
2 C -2.31 -1.42 0.56
3 C -1.08 -2.11 0.77
4 H -3.03 -1.65 -0.21
5 C -0.45 -1.58 1.92
6 C -1.28 -0.56 2.47
7 H 0.48 -1.94 2.34
8 C -0.65 2.38 -1.42
9 C -1.50 1.19 -1.94
10 C -0.65 0.10 -2.24
11 H -2.51 1.34 -2.31
12 C 0.72 0.51 -2.04
13 C 0.71 1.73 -1.42
14 H -0.67 -2.89 0.12
15 H -1.05 0.08 3.32
16 H -3.48 -0.10 1.99
17 H 1.60 2.25 -1.07
18 H -0.98 -0.84 -2.68
19 H -0.70 3.27 -2.07
20 Fe -1.91 0.67 0.06
21 C 1.92 -0.08 -2.76
22 C 2.36 0.98 -3.79
23 C 1.51 -1.33 -3.52
24 H 1.55 1.17 -4.51
25 H 3.24 0.66 -4.35
26 H 2.60 1.94 -3.32
27 H 0.72 -1.09 -4.23
28 H 1.13 -2.12 -2.87
29 H 2.36 -1.72 -4.07
30 C 3.15 -0.37 -1.82
31 C 3.18 -1.43 -0.74
32 H 3.43 0.58 -1.32
33 H 3.93 -0.69 -2.54
34 O 2.68 -1.29 0.38
35 N 3.84 -2.59 -1.04
36 C 3.85 -3.64 -0.01
37 H 4.67 -2.50 -1.61
38 C 2.57 -4.41 0.00
39 C 1.90 -4.75 1.19
40 H 2.30 -4.40 2.14
41 C 0.75 -5.54 1.15
42 H 0.25 -5.83 2.08
43 C 0.28 -6.02 -0.08
44 H -0.56 -6.72 -0.11
45 C 0.90 -5.62 -1.28
46 H 0.54 -5.97 -2.25
47 C 2.06 -4.83 -1.23
48 H 2.60 -4.55 -2.15
49 H 3.99 -3.21 0.99
50 H 4.68 -4.32 -0.25
51 C -4.24 3.68 2.48
52 Si -2.45 4.23 2.29
53 C -2.27 5.98 1.61
54 C -1.71 4.19 4.00
55 C -1.66 3.16 0.99
56 C -1.15 2.63 -0.04
57 H -4.84 4.47 2.96
58 H -4.33 2.78 3.10
59 H -4.68 3.48 1.49
60 H -2.81 6.73 2.21
61 H -1.20 6.24 1.59
62 H -2.65 5.99 0.58
63 H -1.93 3.26 4.53
64 H -0.62 4.32 3.98
65 H -2.12 5.01 4.61

HOMO (spin up / spin down) = -1.25 / -2.58 eV
Total charge = -1
⟨S²⟩ = 6.072
Spin multiplicity = 5
Max |F| = 2.1 eV/Å